Entry 1:
Below is a cluster of 10 separate species, C61H136N8O13 in total, with properties calculated with ωB97M-V/def2-TZVPD.

```
218
Properties=species:S:1:pos:R:3:lowdin_charge:R:1
C -5.707 3.011 0.197 -0.04
C -6.886 2.063 0.480 -0.51
C -7.719 1.972 -0.804 -0.14
C -7.078 0.975 -1.796 -0.16
C -7.010 -0.365 -1.046 -0.14
C -6.063 -0.381 0.149 -0.50
N -6.463 0.761 1.014 -0.09
O -5.608 0.841 2.143 -0.02
C -6.365 -1.706 0.896 -0.01
C -4.615 -0.261 -0.268 -0.03
C -7.765 2.750 1.517 -0.04
H -5.968 3.963 -0.267 0.09
H -4.969 2.489 -0.417 0.06
H -5.080 3.285 1.053 0.06
H -8.766 1.730 -0.618 0.12
H -7.719 2.883 -1.409 0.12
H -6.067 1.313 -2.028 0.09
H -7.610 0.828 -2.734 0.11
H -6.765 -1.098 -1.821 0.12
H -7.984 -0.644 -0.640 0.12
H -7.428 -1.884 1.042 0.08
H -6.016 -2.488 0.214 0.08
H -5.820 -1.810 1.834 0.06
H -4.403 -1.181 -0.825 0.07
H -4.396 0.578 -0.931 0.06
H -3.852 -0.200 0.509 0.07
H -8.651 2.188 1.807 0.09
H -8.106 3.691 1.072 0.09
H -7.141 3.112 2.340 0.08
H -6.268 1.155 2.778 0.10
C -2.118 1.852 1.752 -0.02
C -1.445 3.232 1.538 -0.49
C -2.102 4.165 2.536 -0.14
C -1.346 5.474 2.806 -0.17
C 0.138 5.151 3.163 -0.14
C 0.818 4.292 2.076 -0.47
N -0.024 3.071 1.843 -0.09
O 0.654 2.128 1.062 -0.02
C 1.096 5.189 0.884 -0.02
C 2.115 3.819 2.784 -0.02
C -1.751 3.683 0.093 0.00
H -1.795 1.370 2.671 0.08
H -1.982 1.282 0.828 0.07
H -3.205 1.961 1.810 0.07
H -3.101 4.462 2.204 0.12
H -2.247 3.702 3.517 0.12
H -1.918 6.151 3.440 0.11
H -1.288 6.044 1.871 0.09
H 0.180 4.827 4.204 0.12
H 0.544 6.168 3.210 0.11
H 0.208 5.564 0.379 0.07
H 1.644 6.063 1.238 0.10
H 1.602 4.669 0.065 0.05
H 2.666 3.107 2.172 0.06
H 2.604 4.735 3.122 0.09
H 1.926 3.330 3.743 0.09
H -1.430 4.716 -0.034 0.06
H -2.797 3.525 -0.166 0.07
H -1.121 3.163 -0.635 0.06
H 1.063 1.541 1.710 0.11
C -3.070 -3.329 3.438 -0.04
C -2.527 -2.088 4.148 -0.47
C -3.783 -1.171 4.349 -0.11
C -3.568 -0.038 5.397 -0.16
C -3.176 -0.739 6.677 -0.17
C -1.912 -1.594 6.562 -0.51
N -2.086 -2.542 5.494 -0.09
O -1.008 -3.445 5.362 -0.03
C -0.659 -0.682 6.497 -0.02
C -1.846 -2.395 7.879 -0.03
C -1.492 -1.496 3.195 -0.02
H -3.938 -3.756 3.951 0.09
H -2.318 -4.096 3.265 0.06
H -3.586 -3.102 2.499 0.09
H -4.102 -0.787 3.377 0.09
H -4.624 -1.806 4.637 0.11
H -4.463 0.575 5.459 0.11
H -2.681 0.557 5.159 0.09
H -4.033 -1.366 6.962 0.12
H -3.198 -0.090 7.559 0.13
H 0.150 -1.284 6.062 0.08
H -0.717 0.099 5.735 0.06
H -0.303 -0.340 7.463 0.08
H -2.830 -2.704 8.228 0.08
H -1.183 -3.253 7.788 0.08
H -1.400 -1.777 8.661 0.08
H -0.948 -0.671 3.656 0.07
H -1.858 -1.344 2.183 0.07
H -0.726 -2.276 3.090 0.07
H -1.359 -4.275 5.702 0.11
C -0.350 -2.377 -4.918 -0.03
C -0.936 -1.041 -5.378 -0.50
C -2.383 -1.286 -5.784 -0.15
C -3.197 -0.023 -6.004 -0.16
C -3.139 0.695 -4.646 -0.14
C -1.718 1.107 -4.198 -0.48
N -0.869 -0.105 -4.257 -0.09
O 0.382 0.001 -3.622 -0.02
C -1.230 2.243 -5.105 -0.02
C -1.809 1.552 -2.745 -0.03
C -0.071 -0.713 -6.616 -0.02
H -0.389 -3.075 -5.756 0.10
H -0.973 -2.828 -4.136 0.07
H 0.664 -2.291 -4.539 0.05
H -2.336 -1.858 -6.716 0.12
H -2.831 -2.006 -5.093 0.11
H -4.209 -0.247 -6.338 0.11
H -2.749 0.637 -6.751 0.11
H -3.715 0.073 -3.955 0.11
H -3.735 1.602 -4.797 0.12
H -0.243 2.617 -4.810 0.08
H -1.107 2.005 -6.161 0.07
H -1.911 3.095 -5.056 0.09
H -0.825 1.815 -2.359 0.06
H -2.469 2.423 -2.661 0.09
H -2.294 0.872 -2.043 0.06
H -0.029 0.372 -6.805 0.07
H -0.500 -1.114 -7.532 0.09
H 1.011 -0.868 -6.602 0.08
H 0.912 0.600 -4.176 0.10
C 5.287 -4.336 -0.497 -0.02
C 5.934 -3.255 0.369 -0.50
C 5.783 -1.960 -0.434 -0.15
C 6.049 -0.660 0.313 -0.19
C 5.146 -0.642 1.511 -0.15
C 5.287 -1.909 2.425 -0.47
N 5.203 -3.107 1.603 -0.11
O 5.076 -4.294 2.363 -0.01
C 6.599 -1.903 3.235 -0.02
C 4.053 -1.839 3.388 0.00
C 7.487 -3.447 0.369 -0.03
H 5.433 -4.188 -1.568 0.08
H 4.205 -4.166 -0.424 0.07
H 5.493 -5.338 -0.128 0.09
H 6.468 -1.925 -1.281 0.13
H 4.743 -1.811 -0.749 0.10
H 5.916 0.202 -0.349 0.10
H 7.068 -0.485 0.685 0.11
H 4.120 -0.531 1.148 0.10
H 5.340 0.180 2.207 0.12
H 6.722 -2.725 3.939 0.08
H 7.455 -1.859 2.564 0.06
H 6.612 -1.018 3.881 0.08
H 4.407 -2.206 4.357 0.08
H 3.806 -0.791 3.534 0.08
H 3.296 -2.561 3.096 0.06
H 7.889 -3.834 -0.569 0.08
H 7.719 -4.196 1.134 0.08
H 8.065 -2.541 0.549 0.06
H 4.113 -4.410 2.423 0.05
C 5.226 4.541 -3.517 -0.03
C 5.449 3.334 -2.561 -0.49
C 5.859 3.861 -1.175 -0.14
C 4.644 4.156 -0.277 -0.17
C 3.692 2.973 -0.206 -0.14
C 3.251 2.438 -1.589 -0.45
N 4.363 2.377 -2.526 -0.09
O 3.963 2.040 -3.829 -0.02
C 2.828 0.996 -1.324 -0.03
C 1.988 3.183 -2.055 -0.02
C 6.742 2.666 -3.109 -0.04
H 5.621 5.450 -3.067 0.08
H 4.165 4.833 -3.578 0.08
H 5.542 4.347 -4.539 0.08
H 6.511 3.200 -0.597 0.11
H 6.435 4.788 -1.115 0.12
H 4.092 5.071 -0.505 0.11
H 5.081 4.295 0.717 0.11
H 2.811 3.392 0.282 0.05
H 4.178 2.203 0.395 0.12
H 2.446 0.545 -2.246 0.07
H 3.669 0.411 -0.952 0.07
H 2.028 0.838 -0.602 0.07
H 1.147 3.047 -1.367 0.06
H 2.019 4.261 -2.238 0.09
H 1.529 2.749 -2.953 0.06
H 7.222 1.924 -2.469 0.08
H 7.506 3.337 -3.499 0.08
H 6.406 2.088 -3.978 0.08
H 3.636 2.872 -4.218 0.10
C 3.445 -2.967 -4.662 -0.25
C 3.238 -1.624 -3.965 -0.27
O 4.411 -0.896 -3.672 -0.05
O 3.886 -2.790 -5.991 -0.04
H 2.517 -3.527 -4.532 0.11
H 4.118 -3.586 -4.052 0.11
H 2.419 -1.626 -3.231 0.09
H 2.662 -1.018 -4.687 0.10
H 4.196 -0.056 -3.250 0.04
H 4.568 -2.111 -5.893 0.09
C -0.296 -0.890 -0.323 -0.21
C 0.711 -1.965 -0.731 -0.22
O 2.047 -1.644 -0.368 -0.08
O -1.568 -1.286 -0.785 -0.10
H -0.022 0.108 -0.662 0.10
H -0.324 -0.957 0.766 0.10
H 0.530 -2.105 -1.809 0.11
H 0.602 -2.997 -0.382 0.10
H 2.682 -1.955 -1.021 0.06
H -1.728 -0.938 -1.673 0.06
C 0.035 -5.095 1.866 -0.25
C 1.490 -4.745 1.640 -0.25
O 2.426 -5.452 2.415 -0.05
O -0.335 -6.236 1.087 -0.04
H -0.594 -4.225 1.637 0.10
H -0.205 -5.145 2.937 0.11
H 1.493 -3.656 1.787 0.11
H 1.702 -4.937 0.588 0.13
H 2.291 -5.297 3.357 0.10
H -0.680 -6.892 1.700 0.09
C -3.623 -4.342 -2.290 -0.67
O -3.842 -5.532 -2.502 0.01
N -4.460 -3.326 -2.664 0.15
N -2.389 -3.922 -1.853 0.17
H -5.256 -3.636 -3.195 0.10
H -4.027 -2.442 -2.857 0.07
H -2.243 -2.969 -1.552 0.05
H -1.706 -4.653 -1.779 0.11
```

Summary:
E_LUMO (eV): 0.2686
Structure (SMILES): CC1(C)CCCC(C)(C)N1O.CC1(C)CCCC(C)(C)N1O.CC1(C)CCCC(C)(C)N1O.CC1(C)CCCC(C)(C)N1O.CC1(C)CCCC(C)(C)N1O.CC1(C)CCCC(C)(C)N1O.NC(N)=O.OCCO.OCCO.OCCO
HOMO level (Ha): -0.2832
HOMO-LUMO gap (eV): 8.0

Entry 2:
Below is the molecule C20H27N5O2S, with properties calculated with ωB97M-V/def2-TZVPD.

```
55
Properties=species:S:1:pos:R:3:lowdin_charge:R:1
C -4.129 -0.875 -0.768 -0.07
H -5.153 -0.951 -1.126 0.08
H -3.454 -1.109 -1.586 0.07
H -3.980 -1.631 -0.002 0.06
C -3.862 0.532 -0.241 -0.34
C -4.184 1.570 -1.320 -0.17
C -3.931 2.992 -0.830 -0.20
C -2.478 3.149 -0.394 -0.20
C -2.145 2.135 0.693 -0.14
H -1.098 2.222 0.985 0.11
H -2.762 2.324 1.575 0.12
C -2.406 0.707 0.199 -0.29
N -2.078 -0.241 1.251 0.12
C -0.827 -0.627 1.512 -0.56
O 0.158 -0.179 0.948 0.04
C -0.709 -1.717 2.567 -0.33
H 0.316 -1.786 2.929 0.08
H -1.390 -1.560 3.402 0.08
S -1.191 -3.331 1.814 0.96
C -0.685 -2.947 0.184 -0.67
N -1.474 -2.627 -0.801 0.03
N -0.704 -2.235 -1.820 0.08
C 0.547 -2.326 -1.450 -0.29
N 0.624 -2.802 -0.176 -0.04
C 1.787 -3.039 0.628 -0.01
H 2.614 -3.363 -0.002 0.09
H 1.558 -3.812 1.363 0.09
H 2.080 -2.120 1.142 0.09
C 1.719 -1.860 -2.232 -0.08
N 2.385 -0.784 -1.529 0.09
C 3.632 -0.930 -1.020 -0.47
O 4.307 -1.924 -1.227 0.05
C 4.126 0.227 -0.222 -0.14
C 5.485 0.524 -0.279 -0.02
C 5.999 1.579 0.450 -0.08
C 5.164 2.335 1.256 -0.09
C 3.815 2.027 1.336 -0.08
C 3.291 0.979 0.600 -0.03
H 2.243 0.736 0.698 0.08
H 3.167 2.606 1.978 0.10
H 5.564 3.158 1.830 0.10
H 7.053 1.811 0.394 0.10
H 6.121 -0.084 -0.904 0.12
H 1.818 0.000 -1.247 0.13
H 2.460 -2.657 -2.362 0.13
H 1.367 -1.524 -3.211 0.13
H -2.846 -0.682 1.732 0.15
H -1.741 0.493 -0.646 0.16
H -2.304 4.160 -0.021 0.11
H -1.822 2.989 -1.253 0.12
H -4.161 3.703 -1.625 0.11
H -4.589 3.210 0.014 0.11
H -5.228 1.462 -1.620 0.12
H -3.563 1.371 -2.196 0.13
H -4.506 0.723 0.628 0.15
```

Summary:
E_LUMO (eV): 0.4287
Structure (SMILES): C[C@@H]1CCCC[C@H]1NC(=O)CSc1nnc(CNC(=O)c2ccccc2)n1C
HOMO level (Ha): -0.3377
HOMO-LUMO gap (eV): 9.6
Relative energy (zero: lowest compared OMol25 entry of this formula, charge and spin) (eV): 0.561

Entry 3:
Below is a cluster of 2 separate species, C3H8N2O2 in total, with properties calculated with ωB97M-V/def2-TZVPD.

```
15
Properties=species:S:1:pos:R:3:lowdin_charge:R:1
N 0.594 -1.923 2.117 0.13
C 0.351 -0.955 1.168 -0.61
O -0.048 0.192 1.725 0.07
N 0.511 -1.089 -0.092 0.10
C -0.300 0.864 -1.615 -0.15
C -0.950 2.105 -1.220 -0.14
O 0.122 1.602 -0.444 -0.12
H 0.186 -1.749 3.022 0.09
H 0.498 -2.867 1.778 0.09
H 0.834 -2.011 -0.351 0.06
H -0.832 -0.075 -1.492 0.09
H 0.495 0.820 -2.352 0.11
H -1.914 2.021 -0.720 0.12
H -0.750 3.030 -1.742 0.11
H -0.040 0.869 0.998 0.07
```

Summary:
E_LUMO (eV): 0.9774
Structure (SMILES): [H]/N=C(\N)O.C1CO1
HOMO level (Ha): -0.3355
HOMO-LUMO gap (eV): 10.1
Relative energy (zero: lowest compared OMol25 entry of this formula, charge and spin) (eV): 2.347

Entry 4:
Below is a cluster of 2 separate species, C10H16O in total, with properties calculated with ωB97M-V/def2-TZVPD.

```
27
Properties=species:S:1:pos:R:3:lowdin_charge:R:1
C 1.535 -3.167 -0.755 -0.05
C 0.503 0.287 -1.636 -0.03
C 0.465 -1.149 -1.622 -0.01
C 1.060 0.947 -0.604 -0.36
C 1.307 -1.673 -0.708 -0.33
C 1.921 0.407 0.475 0.06
C 2.054 -0.967 0.222 -0.06
O 0.716 2.208 -0.337 -0.02
H 0.119 0.779 -2.400 0.06
H 0.057 -1.542 -2.516 0.11
H 0.068 2.678 -1.079 0.20
H 2.476 0.920 1.230 0.10
H 0.664 -3.672 -1.085 0.06
H 1.566 -3.505 0.310 0.09
H 2.509 -1.658 0.865 0.09
H 2.485 -3.225 -1.234 0.08
C -3.219 0.873 1.242 -0.25
C -2.317 -0.393 1.642 -0.09
C -2.447 2.201 1.260 -0.12
H -3.551 0.634 0.235 0.09
H -4.023 0.835 1.961 0.08
H -1.325 -0.072 1.801 0.04
H -1.968 2.543 0.403 0.02
H -3.131 3.005 1.433 0.05
H -2.474 -1.285 1.011 0.07
H -2.645 -0.619 2.604 0.03
H -1.733 2.318 2.062 0.07
```

Summary:
E_LUMO (eV): 0.7501
Structure (SMILES): Cc1ccc(O)cc1.CCC
HOMO level (Ha): -0.2957
HOMO-LUMO gap (eV): 8.8
Relative energy (zero: lowest compared OMol25 entry of this formula, charge and spin) (eV): 3.431